(i)
This record from OMol25 describes a cluster of 3 separate species, C3H14N2O3 in total. The level of theory is wB97M-V/def2-TZVPD.

## Properties
charge: 0
E_HOMO: -7.84 eV
lowest unoccupied orbital energy: 0.273 eV
SMILES string: NCNCCO.O.O

Last column: Mulliken charge in e.
Atoms and positions in Å:
O (-0.995, 0.881, 1.812)  -0.58
O (1.564, 0.324, -1.825)  -0.59
O (2.712, 0.927, 0.515)  -0.57
N (-1.075, -0.780, -0.958)  -0.21
N (0.413, -1.600, 0.853)  -0.68
C (-1.238, 1.393, 0.489)  -0.21
C (-1.917, 0.287, -0.411)  -0.78
C (-0.564, -1.903, -0.193)  -0.71
H (1.912, 1.112, -1.430)  0.30
H (-1.321, -2.623, 0.086)  0.35
H (-2.577, -0.263, 0.261)  0.43
H (-0.257, 1.699, 0.121)  0.17
H (-1.974, 2.181, 0.645)  0.31
H (0.022, -2.456, -0.956)  0.34
H (-0.348, -0.347, -1.518)  0.26
H (2.663, 1.671, 1.139)  0.28
H (-1.614, 0.238, 2.161)  0.30
H (2.291, -0.280, -1.984)  0.27
H (-2.390, 0.885, -1.184)  0.30
H (-0.022, -0.985, 1.533)  0.36
H (3.600, 0.619, 0.379)  0.28
H (1.115, -0.979, 0.463)  0.37

=====

(ii)
This record from OMol25 describes a cluster of 4 separate species, C3H14N2O3 in total. The level of theory is wB97M-V/def2-TZVPD.

## Properties
charge: 0
E_HOMO: -7.48 eV
lowest unoccupied orbital energy: 0.364 eV
SMILES string: C/C(N)=C/N.O.O.O

Last column: Mulliken charge in e.
Atoms and positions in Å:
O (3.040, 0.501, -0.080)  -0.70
O (0.040, -2.639, 0.739)  -0.69
O (-1.959, -0.150, 2.484)  -0.63
N (-0.353, -1.121, -1.874)  -0.51
N (-0.009, 0.374, 0.605)  -0.28
C (-0.423, 2.561, -0.354)  -1.17
C (-0.271, 1.054, -0.592)  0.33
C (-0.448, 0.310, -1.692)  -0.29
H (0.768, -1.343, -1.931)  0.26
H (0.062, 3.332, -1.095)  0.29
H (0.072, -0.578, 0.471)  0.21
H (0.552, -3.380, 1.049)  0.29
H (3.203, -0.468, 0.058)  0.31
H (-0.816, -1.362, -2.756)  0.26
H (-0.910, 0.766, -2.522)  0.35
H (2.061, 0.458, -0.188)  0.33
H (-1.486, -0.676, 1.882)  0.32
H (0.114, 2.879, 0.633)  0.27
H (-0.412, -2.879, -0.214)  0.35
H (-1.467, -0.187, 3.245)  0.28
H (0.263, 0.788, 1.407)  0.15
H (-1.575, 2.627, -0.465)  0.26

=====

The structure with the least stability is (ii).

=====

(i)
This record from OMol25 describes a cluster of 30 separate species, H60O30 in total. The level of theory is wB97M-V/def2-TZVPD.

## Properties
charge: 0
E_HOMO: -8.32 eV
lowest unoccupied orbital energy: -0.731 eV

Last column: Mulliken charge in e.
Atoms and positions in Å:
O (4.481, -1.723, 3.781)  -0.55
O (-4.293, 1.191, -1.382)  -0.66
O (-0.556, 2.723, -1.485)  -0.21
O (3.893, 0.241, 1.331)  -0.67
O (-4.598, -0.720, 1.601)  -0.78
O (5.499, -1.891, 0.630)  -0.68
O (3.162, 4.574, 1.041)  -0.66
O (-2.518, 2.979, -3.472)  -0.60
O (0.160, 1.452, -4.196)  -0.58
O (-2.080, -2.563, -0.617)  -0.63
O (-1.231, -0.867, -4.776)  -0.69
O (-3.734, -1.170, -3.548)  -0.76
O (2.159, 3.904, -2.162)  -0.65
O (2.711, 1.289, -2.763)  -0.69
O (4.312, -4.121, -0.230)  -0.69
O (-1.826, 0.070, -1.164)  -0.04
O (0.003, 2.380, 5.112)  -0.65
O (-4.716, -1.829, -1.162)  -0.69
O (-2.058, -0.843, 2.641)  -0.63
O (1.372, -0.436, 1.607)  -0.85
O (-0.269, 5.305, 0.071)  -0.57
O (-2.284, 4.111, 1.672)  -0.62
O (0.925, -0.837, -1.332)  -0.38
O (0.530, -4.356, 0.978)  -0.51
O (4.122, 2.555, -0.514)  -0.66
O (-0.861, -4.903, -1.899)  -0.74
O (1.901, -3.455, -1.556)  -0.61
O (-1.644, -3.157, 4.019)  -0.67
O (-0.718, 1.528, 2.334)  -0.53
O (1.126, -2.678, 3.154)  -0.62
H (3.014, 1.858, -2.098)  0.38
H (-3.056, 3.812, 1.207)  0.31
H (4.396, -2.217, 4.577)  0.26
H (4.942, -4.555, -0.875)  0.30
H (-0.471, 1.771, 3.222)  0.28
H (-0.165, -4.702, -1.217)  0.34
H (-1.095, 5.242, 0.551)  0.29
H (-0.640, -4.494, -2.781)  0.32
H (0.293, -2.699, 3.565)  0.28
H (2.505, 0.394, -2.481)  0.32
H (-1.629, -0.024, 2.439)  0.30
H (-3.873, -2.210, -0.948)  0.41
H (3.640, -1.417, 3.426)  0.29
H (-4.442, -0.870, 0.628)  0.41
H (-4.333, -0.469, -3.762)  0.27
H (-2.601, 4.288, 2.569)  0.28
H (4.886, -1.231, 0.939)  0.41
H (0.234, 6.113, 0.335)  0.26
H (1.516, -2.507, -1.623)  0.46
H (-4.454, 1.654, -2.251)  0.27
H (-0.847, 1.967, -1.102)  -0.01
H (-4.072, -1.470, -2.682)  0.39
H (0.962, -0.821, -0.323)  0.31
H (-1.608, -2.576, 0.247)  0.20
H (0.719, 0.257, 1.806)  0.35
H (3.733, 3.230, 0.063)  0.36
H (0.601, 1.903, 5.699)  0.31
H (0.386, 1.979, -4.970)  0.25
H (-0.176, -4.866, 1.315)  0.29
H (2.160, -3.768, -2.432)  0.28
H (0.855, 1.487, -3.547)  0.27
H (0.805, -3.790, 1.734)  0.29
H (-0.720, -0.132, -4.402)  0.38
H (4.716, 3.025, -1.111)  0.26
H (-2.111, 3.024, -4.304)  0.27
H (1.040, -1.118, 2.156)  0.26
H (-2.882, -0.898, 2.196)  0.37
H (5.011, -2.644, 0.287)  0.43
H (2.970, 0.029, 1.473)  0.54
H (3.896, 0.836, 0.582)  0.30
H (-2.116, -0.923, -4.338)  0.42
H (-4.981, -1.489, 2.006)  0.30
H (1.357, 3.318, -2.246)  0.32
H (-5.302, -2.612, -1.143)  0.37
H (3.748, 5.337, 0.946)  0.31
H (-4.892, 0.420, -1.211)  0.26
H (-2.008, -2.345, 3.615)  0.45
H (-1.235, 2.296, 1.974)  0.13
H (-1.808, 2.858, -2.854)  0.44
H (-1.979, -0.929, -1.216)  0.19
H (1.826, -2.879, 3.769)  0.21
H (0.112, -0.402, -1.579)  0.11
H (-1.684, -3.330, -1.036)  0.23
H (-0.555, 3.514, -0.960)  0.26
H (-2.632, 0.515, -1.404)  0.18
H (2.130, 4.576, -1.473)  0.28
H (-0.832, 2.366, 5.644)  0.32
H (3.461, -4.115, -0.613)  0.34
H (2.255, 4.884, 1.357)  0.29
H (-1.940, -3.205, 4.937)  0.30

=====

(ii)
This record from OMol25 describes a cluster of 30 separate species, H60O30 in total. The level of theory is wB97M-V/def2-TZVPD.

## Properties
charge: 0
E_HOMO: -10.47 eV
lowest unoccupied orbital energy: -1.234 eV

Last column: Mulliken charge in e.
Atoms and positions in Å:
O (-5.027, -2.259, -2.270)  -0.73
O (-2.328, 3.638, -1.885)  -0.51
O (2.048, 1.307, -3.610)  -0.56
O (1.455, 4.170, -2.331)  -0.65
O (4.641, 1.660, -0.842)  -0.56
O (0.365, -0.078, 0.283)  -0.56
O (-3.112, 1.415, 0.750)  -0.54
O (-0.699, 0.644, 5.180)  -0.66
O (2.109, 4.191, 1.406)  -0.66
O (0.978, -1.948, 2.332)  -0.44
O (3.063, -3.221, 3.590)  -0.66
O (0.374, -1.430, -2.705)  -0.50
O (-2.578, -4.714, -0.564)  -0.62
O (5.091, -1.206, 0.041)  -0.60
O (2.097, -3.533, -1.937)  -0.68
O (-0.687, 1.717, -4.827)  -0.60
O (-0.338, 4.665, 0.563)  -0.56
O (-2.449, -0.806, 3.582)  -0.60
O (0.549, -3.354, 4.942)  -0.67
O (-4.192, -2.952, 4.313)  -0.60
O (-0.253, 1.713, -1.864)  0.50
O (2.791, 1.088, 1.193)  -0.26
O (-2.509, -0.709, -2.080)  -0.48
O (-2.220, -1.165, 0.515)  -0.41
O (4.297, 1.913, 3.268)  -0.60
O (-4.593, -2.759, 0.524)  -0.49
O (-1.382, -4.021, 2.674)  -0.44
O (4.340, -0.059, -3.638)  -0.69
O (-4.302, 0.602, -3.649)  -0.64
O (4.252, 4.234, -1.715)  -0.68
H (4.599, -0.408, -0.150)  0.30
H (-3.965, 1.839, 0.652)  0.24
H (1.952, -4.053, -1.147)  0.31
H (-3.905, -0.036, -3.057)  0.33
H (1.984, 0.769, 0.788)  0.24
H (1.353, 1.384, -2.957)  0.22
H (-2.478, 2.123, 0.640)  0.20
H (-0.508, -4.401, 2.579)  0.27
H (0.881, 3.643, -1.775)  0.25
H (0.155, -3.007, 4.142)  0.30
H (4.499, 2.562, -1.128)  0.23
H (-0.479, -0.488, 0.474)  0.13
H (-3.085, -5.316, -0.019)  0.29
H (1.492, -3.281, 4.796)  0.41
H (3.876, 1.569, 2.481)  0.41
H (-4.637, 1.289, -3.071)  0.26
H (2.423, -2.661, 3.150)  0.45
H (-1.606, -1.012, -2.178)  0.05
H (-1.885, -4.689, 3.139)  0.23
H (1.997, 2.120, -4.113)  0.23
H (0.345, -2.435, 1.803)  0.14
H (-4.538, -3.498, 3.607)  0.28
H (0.015, 1.259, 5.012)  0.31
H (-4.944, -3.463, 1.068)  0.22
H (-2.005, -0.051, 3.967)  0.30
H (-2.064, -0.891, 2.710)  0.32
H (-5.047, -2.853, -0.314)  0.30
H (4.669, 0.355, -2.841)  0.33
H (-3.632, -2.314, 3.871)  0.37
H (-0.434, 5.602, 0.392)  0.25
H (-2.578, -0.454, -1.160)  0.55
H (-4.333, -1.652, -2.014)  0.40
H (2.980, -3.180, -1.834)  0.30
H (-4.569, -2.984, -2.695)  0.33
H (3.679, -2.609, 3.993)  0.33
H (-2.739, -3.851, -0.182)  0.36
H (5.590, 1.542, -0.882)  0.28
H (-2.583, 4.548, -1.735)  0.25
H (-2.804, -1.922, 0.559)  -0.08
H (0.006, 2.253, -5.212)  0.27
H (3.407, 1.173, 0.466)  0.28
H (-1.172, 4.406, 0.954)  0.24
H (0.816, -1.563, -3.543)  0.22
H (-3.156, 3.169, -1.984)  0.22
H (1.064, -1.105, 1.887)  0.28
H (3.331, 3.992, -1.805)  0.37
H (3.417, 0.194, -3.677)  0.39
H (-1.496, 2.181, -5.040)  0.29
H (-0.265, -0.148, 5.498)  0.32
H (3.923, 1.399, 3.984)  0.30
H (0.858, 4.661, -2.895)  0.28
H (-0.951, 2.362, -1.769)  -0.25
H (2.432, 3.392, 1.823)  0.41
H (0.802, -2.043, -2.108)  0.31
H (-0.417, 1.309, -2.716)  0.16
H (4.546, 4.399, -2.611)  0.33
H (1.223, 3.971, 1.119)  0.33
H (0.199, 0.464, -0.489)  -0.09
H (-2.741, -0.440, 0.859)  0.31
H (4.723, -1.863, -0.549)  0.27

=====

The structure with the least stability is (ii).